Entry 1:
Entry from the Open Molecules 2025 dataset: a cluster of 13 separate species, C4H33NO15 in total in a non-equilibrium geometry (ωB97M-V/def2-TZVPD).

The value obtained for the LUMO energy is 0.005 eV. The calculated total energy comes out at -1355.5801 hartree. The charge is 0. The calculation puts the HOMO energy at -9.9 eV. As for the multiplicity: 1.

Atoms and positions in Å:
O 3.52 1.74 -1.10
O 2.48 -3.33 -0.68
O 0.58 3.06 -2.47
O 2.28 -0.69 -1.62
O -1.87 2.81 2.21
O 0.02 -3.47 1.03
O 0.69 4.47 0.37
O 0.44 3.37 3.27
O -2.72 0.33 1.61
O 1.50 1.76 1.44
O -0.01 -3.60 -1.62
O -2.51 -2.37 -2.19
O -2.98 -3.74 0.23
O -0.21 0.43 2.13
O -1.28 -1.91 2.65
N -1.05 1.76 -0.42
C 0.41 0.96 1.25
C 0.15 -0.41 -0.89
C 1.00 -0.42 -2.22
C 0.19 0.97 -0.26
H 0.56 -1.12 -0.16
H -0.80 -3.10 -1.93
H 0.34 4.32 3.13
H -2.92 -3.14 -1.76
H -0.51 3.07 3.12
H 2.88 0.07 -1.72
H -2.91 -2.84 0.58
H 0.94 0.49 -2.79
H -2.96 -1.66 -1.73
H 0.77 -3.48 -2.14
H -3.40 -0.16 2.09
H -1.95 -0.18 2.05
H -0.08 3.91 0.51
H -1.48 2.81 1.31
H -0.86 -0.75 -1.12
H 2.66 -3.96 -1.39
H 0.94 -3.20 1.15
H 1.37 3.76 0.40
H -2.19 -4.27 0.35
H -0.59 -1.59 3.25
H -0.04 -3.61 0.05
H 1.75 1.92 2.37
H -0.84 -2.54 2.00
H 0.76 -1.33 -2.80
H 0.95 1.58 -0.70
H 0.52 3.66 -1.70
H -1.15 2.17 -1.34
H 3.32 1.72 -0.16
H 2.71 -2.44 -1.03
H 4.47 1.67 -1.27
H -1.86 1.12 -0.40
H 1.14 3.55 -3.08
H -2.17 1.87 2.11

Mulliken population analysis, charges in e, atoms 1 to 2: -0.67, -0.68

***

Entry 2:
Entry from the Open Molecules 2025 dataset: a structure of composition C10H10CuN2O4 in a non-equilibrium geometry (ωB97M-V/def2-TZVPD).

The value obtained for the LUMO energy (spin up / spin down) is -9.004 / -11.388 eV. The calculated total energy comes out at -2437.2961 hartree. The charge is +2. The calculation puts the HOMO energy (spin up / spin down) at -16.1 / -16.1 eV. As for the multiplicity: 2.

Atoms and positions in Å:
Cu 0.13 -0.18 -0.15
O 0.47 1.80 2.56
O 3.01 0.91 -0.33
O -0.52 -0.25 -3.17
O -2.93 0.86 -0.33
N -0.18 -1.93 0.90
N -0.16 -4.01 1.59
C -1.07 -3.35 2.39
C 1.36 -3.58 -0.28
C -0.03 -0.21 -2.12
C 0.23 1.11 1.68
C 0.46 3.67 -2.32
C -1.08 -2.06 1.96
C 0.36 -3.13 0.70
C 1.97 0.43 -0.51
C -1.80 0.64 -0.26
C 0.55 4.26 -1.12
H 1.52 4.40 -0.61
H -0.51 3.53 -2.82
H -1.62 -3.83 3.18
H 2.14 -4.16 0.23
H 1.36 3.31 -2.85
H 0.10 -4.99 1.64
H -0.35 4.62 -0.59
H -1.67 -1.25 2.36
H 1.81 -2.71 -0.75
H 0.88 -4.20 -1.04

Mulliken population analysis, charges in e, atoms 1 to 2: -0.80, -0.10

***

Entry 3:
Entry from the Open Molecules 2025 dataset: a structure of composition C3H8O3 in a non-equilibrium geometry (ωB97M-V/def2-TZVPD).

The value obtained for the LUMO energy is -4.691 eV. The calculated total energy comes out at -344.5153 hartree. The charge is 0. The calculation puts the HOMO energy at -8.6 eV. As for the multiplicity: 1.

Atoms and positions in Å:
O 1.24 0.21 -1.84
O -1.21 0.18 1.37
O 0.06 -1.91 1.66
C -1.08 -0.01 -0.06
C -0.82 1.16 -0.97
C 0.39 1.12 -1.77
H -1.58 1.90 -1.26
H 0.50 2.11 -2.31
H 2.97 -0.30 1.02
H -0.87 -0.57 1.94
H 0.13 -2.70 2.25
H -0.19 -0.70 -0.15
H -1.96 -0.56 -0.43
H 2.42 0.06 0.55

Mulliken population analysis, charges in e, atoms 1 to 2: -0.39, -0.48

***

Entry 4:
Entry from the Open Molecules 2025 dataset: a structure of composition C23H23Co2O7Si in a non-equilibrium geometry (ωB97M-V/def2-TZVPD).

The value obtained for the LUMO energy is 1.738 eV. The calculated total energy comes out at -4471.9248 hartree. The charge is -1. The calculation puts the HOMO energy at -3.7 eV. As for the multiplicity: 1.

Atoms and positions in Å:
Co 3.21 -0.62 -2.16
Co 1.54 -2.11 -4.58
Si 0.41 2.87 2.66
O 2.04 -4.86 -3.60
O 3.49 -1.42 -6.69
O 5.34 0.13 -4.10
O -1.26 -2.06 -5.45
O -0.85 2.95 3.77
O 4.01 -3.16 -0.87
O 2.50 1.32 -0.05
C -3.12 1.83 3.62
C -0.31 -2.88 -1.37
C 4.52 -0.15 -3.36
C -2.73 3.89 2.54
C 1.86 -3.81 -4.00
C -1.59 -3.51 -1.39
C -1.83 -4.58 -0.57
C 1.40 -1.54 -2.60
C -0.87 -5.05 0.31
C -0.16 -2.09 -5.15
C -4.41 2.14 2.82
C -0.24 2.72 0.91
C 2.74 -1.69 -5.87
C -2.15 2.94 3.31
C 0.00 -1.87 -2.26
C 1.45 4.42 2.82
C 1.65 -0.40 -3.45
C 0.68 -3.43 -0.50
C -4.17 3.55 2.24
C 2.79 0.58 -0.86
C 3.72 -2.18 -1.37
C 0.39 -4.47 0.33
C 1.44 1.36 3.06
H -0.77 -1.48 -2.91
H -4.37 3.58 1.16
H 0.84 5.30 2.63
H -4.53 1.41 2.01
H -2.68 0.86 3.34
H 2.27 1.26 2.36
H 1.83 1.43 4.07
H -5.31 2.09 3.44
H -0.73 3.65 0.61
H 0.57 2.52 0.22
H -2.23 4.79 2.24
H 1.10 0.48 -3.12
H -2.32 -3.19 -2.12
H -4.82 4.30 2.71
H -0.96 1.91 0.85
H -2.78 -5.09 -0.64
H 2.27 4.40 2.10
H 1.87 4.49 3.82
H -3.30 1.80 4.71
H 0.82 0.47 2.98
H 1.67 -3.01 -0.52
H -1.08 -5.89 0.95
H 1.16 -4.86 0.98

Mulliken population analysis, charges in e, atoms 1 to 2: -0.21, -0.11

***

Entry 5:
Entry from the Open Molecules 2025 dataset: the molecule C3H2N2O3 in a non-equilibrium geometry (ωB97M-V/def2-TZVPD).

The value obtained for the LUMO energy is -0.911 eV. The calculated total energy comes out at -450.5369 hartree. The charge is 0. The calculation puts the HOMO energy at -9.5 eV. As for the multiplicity: 1.

Atoms and positions in Å:
O -0.29 1.12 -0.44
O 2.25 1.15 0.41
O 1.06 -0.95 -0.38
N -1.54 1.30 -0.11
N -1.26 -0.92 0.33
C 2.27 -0.20 0.09
C -0.12 -0.26 -0.23
C -2.16 -0.03 0.25
H 3.21 -0.80 -0.23
H -3.42 -0.40 0.31

Mulliken population analysis, charges in e, atoms 1 to 2: -0.01, -0.44

***

Entry 6:
Entry from the Open Molecules 2025 dataset: the molecule C6H10OS in a non-equilibrium geometry (ωB97M-V/def2-TZVPD).

The value obtained for the LUMO energy is -0.253 eV. The calculated total energy comes out at -707.9279 hartree. The charge is 0. The calculation puts the HOMO energy at -8.6 eV. As for the multiplicity: 1.

Atoms and positions in Å:
S 2.56 0.56 -0.05
O -0.78 -1.42 0.46
C 0.24 -0.73 1.20
C -2.30 0.32 -0.50
C -1.16 -0.72 -0.70
C 1.11 -0.19 -0.01
C 0.28 -0.18 -1.09
C -2.11 1.40 0.66
H -0.91 1.89 0.55
H 0.73 -1.55 1.83
H -2.14 1.14 1.66
H -0.06 -0.07 1.97
H -2.72 2.43 0.30
H -1.34 -1.50 -1.43
H 0.22 0.83 -1.55
H -3.36 -0.03 -0.39
H -2.18 0.83 -1.50
H 0.61 -1.02 -1.78

Mulliken population analysis, charges in e, atoms 1 to 2: -0.25, -0.44

***

Entry 7:
Entry from the Open Molecules 2025 dataset: the molecule C3H6N2O2 (ωB97M-V/def2-TZVPD).

The value obtained for the LUMO energy is 0.964 eV. The calculated total energy comes out at -377.8870 hartree. The charge is 0. The calculation puts the HOMO energy at -9.9 eV. As for the multiplicity: 1.

Atoms and positions in Å:
O 1.21 -0.28 1.23
O -0.82 1.29 0.62
N 1.16 0.32 -0.95
N -1.77 -0.23 -0.75
C 0.00 -0.95 0.88
C 1.56 0.56 0.23
C -0.90 0.14 0.23
H 2.04 1.46 0.61
H 0.22 -1.83 0.27
H -1.63 -1.06 -1.31
H -2.13 0.57 -1.24
H -0.49 -1.27 1.81
H 1.19 1.10 -1.58

Mulliken population analysis, charges in e, atoms 1 to 2: -0.32, -0.59

***

Entry 8:
Entry from the Open Molecules 2025 dataset: the molecule C3H6N2S3 in a non-equilibrium geometry (ωB97M-V/def2-TZVPD).

The value obtained for the LUMO energy is -0.379 eV. The calculated total energy comes out at -1421.8387 hartree. The charge is 0. The calculation puts the HOMO energy at -8.5 eV. As for the multiplicity: 1.

Atoms and positions in Å:
S 4.35 -0.78 -0.67
S 1.51 -1.11 0.12
S -3.25 -0.48 -1.03
N 2.39 1.30 -0.01
N -0.04 -0.11 -0.02
C -0.99 -0.74 0.71
C -2.44 -0.09 0.64
C 2.90 0.06 -0.12
H 1.33 1.17 -0.20
H 2.90 2.17 -0.69
H -3.10 -0.25 1.54
H -1.03 -1.88 1.25
H -2.06 0.85 0.43
H -2.48 -0.12 -1.96

Mulliken population analysis, charges in e, atoms 1 to 2: -0.26, -0.01